[1]
Here is C52H39F5I2N5O3STcTe as an isolated structure at a distorted geometry from the Open Molecules 2025 dataset. Energies are from wB97M-V/def2-TZVPD.

HOMO energy, eV: -7.5
Calculated total energy, hartree: -4346.1446
2S+1: 1
Largest force on an atom, eV/A: 1.65
Gap between HOMO and LUMO, eV: 6.01

Last column: Mulliken charge in e.
CARTESIAN COORDINATES (ANGSTROEM)
Tc  2.25  0.15  1.03  -0.9065
C  2.45  -0.82  -3.20  -2.2801
C  2.34  -0.82  -1.71  0.5515
N  2.28  0.25  -1.01  2.2848
N  2.34  1.51  -1.56  -1.4869
C  2.83  2.34  -0.65  -0.1221
O  3.19  2.00  0.54  -0.6946
C  2.94  3.77  -1.01  0.6428
C  3.09  4.71  0.01  -0.3145
C  3.11  6.06  -0.29  -0.9209
C  2.97  6.48  -1.61  -0.3567
C  2.83  5.55  -2.63  -0.7791
C  2.81  4.20  -2.33  -0.1522
C  2.42  -2.07  -0.92  0.9077
C  2.55  -3.32  -1.50  -0.7911
C  2.75  -4.43  -0.68  -0.8372
C  2.81  -4.25  0.69  -0.6660
C  2.65  -2.97  1.21  -1.0656
N  2.44  -1.92  0.42  1.0354
H  2.16  0.15  -3.59  0.4016
H  1.83  -1.60  -3.64  0.4734
H  3.49  -1.01  -3.48  0.3796
H  3.19  4.36  1.03  0.5318
H  3.22  6.79  0.50  0.4129
H  2.98  7.54  -1.84  0.4061
H  2.73  5.88  -3.65  0.4129
H  2.68  3.46  -3.11  0.4829
H  2.52  -3.42  -2.57  0.5070
H  2.86  -5.41  -1.12  0.4599
H  2.98  -5.08  1.36  0.4986
H  2.67  -2.77  2.27  0.7195
I  7.42  -0.39  0.67  -0.0132
C  6.21  -0.22  2.35  -0.1277
C  6.80  -0.16  3.63  -0.2402
C  6.04  -0.07  4.76  -0.1430
I  6.98  0.00  6.61  0.0729
C  4.62  -0.05  4.66  0.5030
C  3.70  0.00  5.74  -0.7167
C  2.36  -0.01  5.49  -1.4149
C  1.89  -0.05  4.16  -0.2650
N  2.72  -0.08  3.15  1.2146
C  4.07  -0.09  3.38  -0.0179
C  4.85  -0.18  2.21  -0.0899
O  4.20  -0.28  1.06  -0.1984
H  7.88  -0.18  3.71  0.3533
H  4.07  0.05  6.76  0.2228
H  1.64  0.02  6.30  0.4529
H  0.83  -0.07  3.93  0.7017
C  -5.91  -0.64  -5.73  -1.5869
C  -4.87  -0.38  -4.67  0.9224
C  -3.60  -0.92  -4.75  -1.1602
C  -2.63  -0.70  -3.77  0.6270
C  -1.25  -1.23  -4.08  -0.8807
C  -2.97  0.05  -2.63  -0.0119
Te  -1.61  0.10  -0.96  0.2806
N  0.99  1.32  1.44  1.0804
C  0.61  2.38  2.23  -0.1308
O  0.96  2.51  3.39  -0.6645
C  -0.35  3.30  1.54  0.4525
C  -1.29  3.99  2.29  -0.6826
C  -2.19  4.84  1.66  -0.6515
C  -2.13  5.02  0.29  -0.4779
C  -1.17  4.35  -0.46  -1.3146
C  -0.29  3.48  0.16  0.1357
C  -2.51  -1.42  0.21  -1.1294
C  -0.39  -2.73  0.94  1.2811
C  -0.45  -3.63  2.14  -1.3898
C  -1.68  -3.97  2.49  -1.5270
C  -3.65  -2.40  2.02  0.0801
C  -3.42  -1.20  1.16  0.5011
C  -4.12  0.07  1.53  -1.2434
C  -4.21  0.70  -2.59  1.2546
C  -4.58  1.76  -1.58  -1.9979
C  -5.15  0.45  -3.59  -0.6773
H  -5.57  -1.39  -6.44  0.3443
H  -6.13  0.27  -6.29  0.3289
H  -6.84  -0.99  -5.29  0.3658
H  -3.34  -1.53  -5.61  0.3552
H  -1.29  -2.29  -4.35  0.4081
H  -0.57  -1.11  -3.25  -0.6297
H  -0.85  -0.69  -4.94  0.5421
H  -1.31  3.85  3.37  0.5004
H  -2.93  5.37  2.25  0.4342
H  -2.82  5.69  -0.20  0.4354
H  -1.12  4.49  -1.54  0.4772
H  0.44  2.94  -0.42  0.7808
H  0.32  -3.03  0.18  -0.6111
H  0.43  -3.89  2.70  0.4437
H  -1.96  -4.54  3.37  0.6311
H  -4.70  -2.71  2.03  0.5895
H  -4.83  -0.10  2.34  0.4614
H  -4.65  0.50  0.69  0.0260
H  -3.39  0.82  1.88  0.1508
H  -3.83  1.89  -0.82  0.1011
H  -5.54  1.54  -1.11  0.3958
H  -4.70  2.72  -2.10  0.4701
H  -6.11  0.95  -3.54  0.4318
F  -4.21  -6.27  -0.51  -0.3351
C  -3.50  -5.20  -0.15  0.1136
C  -2.60  -4.64  -1.16  0.0326
F  -2.56  -5.29  -2.33  -0.3440
C  -1.85  -3.58  -0.91  -1.4575
F  -1.00  -3.16  -1.87  -0.1560
C  -1.86  -2.80  0.36  2.4992
S  0.02  -1.04  1.53  0.5690
C  -2.72  -3.50  1.49  1.8469
F  -3.36  -2.08  3.36  -0.4415
C  -3.53  -4.67  1.06  -0.5119
F  -4.31  -5.20  2.02  -0.3664

[2]
Here is C52H40CuN3O5PSSeSi as an isolated structure at a distorted geometry from the Open Molecules 2025 dataset. Energies are from wB97M-V/def2-TZVPD.

HOMO energy (spin up / spin down), eV: -1.9 / -2.1
Calculated total energy, hartree: -7617.1756
2S+1: 2
Largest force on an atom, eV/A: 1.37
Gap between HOMO and LUMO (spin up / spin down), eV: 5.86 / 6.06
Total charge: -2

Last column: Mulliken charge in e.
CARTESIAN COORDINATES (ANGSTROEM)
Cu  -0.30  0.47  -0.20  -0.8192
O  1.55  3.87  -0.93  -0.6688
S  0.41  3.01  -0.73  1.5483
O  0.28  1.92  -1.73  -0.4841
O  0.28  2.45  0.63  -0.5712
C  -1.06  4.00  -0.90  0.2170
C  -0.89  5.35  -1.13  -0.4909
C  -1.99  6.20  -1.19  -0.6580
C  -3.26  5.67  -1.00  -0.8643
C  -3.41  4.32  -0.77  -0.4507
C  -2.33  3.44  -0.72  -0.4349
P  -2.62  1.58  -0.54  1.1652
C  -3.59  1.68  1.01  0.7222
C  -4.74  0.93  1.28  -0.1934
C  -5.34  0.97  2.52  -0.7880
C  -4.80  1.76  3.53  -0.7199
C  -3.64  2.48  3.29  -0.7238
C  -3.04  2.44  2.04  -0.7654
C  -3.73  1.50  -1.98  0.9273
C  -5.12  1.56  -1.96  -0.1215
C  -5.85  1.48  -3.15  -0.8890
C  -5.19  1.33  -4.36  -0.5879
C  -3.80  1.27  -4.38  -0.6760
C  -3.08  1.35  -3.20  -0.9203
H  0.12  5.73  -1.26  0.5884
H  -1.85  7.26  -1.37  0.3666
H  -4.12  6.32  -1.03  0.3993
H  -4.41  3.92  -0.63  0.3321
H  -5.13  0.26  0.52  0.1648
H  -6.21  0.36  2.71  0.4039
H  -5.26  1.79  4.51  0.3653
H  -3.19  3.08  4.08  0.4376
H  -2.12  2.99  1.87  0.4024
H  -5.65  1.68  -1.03  0.3606
H  -6.93  1.52  -3.12  0.4054
H  -5.75  1.26  -5.28  0.3514
H  -3.27  1.15  -5.32  0.4314
H  -2.00  1.29  -3.22  0.4099
O  0.40  -2.22  1.76  -0.6842
C  -0.69  -2.24  1.23  -0.0836
N  -1.58  -3.31  1.31  -0.0875
C  -2.79  -3.02  0.58  2.1500
C  -2.48  -1.58  0.10  0.0042
O  -3.30  -0.90  -0.52  -0.2426
N  -1.26  -1.20  0.50  -0.1458
C  -4.02  -2.96  1.50  -0.3798
C  -3.90  -3.19  2.86  -0.5968
C  -5.03  -3.17  3.68  -0.8071
C  -6.28  -2.93  3.13  -0.5307
C  -6.40  -2.70  1.77  -0.7236
C  -5.28  -2.72  0.96  -0.0317
C  -3.10  -4.02  -0.53  0.1781
C  -3.11  -5.37  -0.20  -0.2533
C  -3.46  -6.33  -1.14  -0.7603
C  -3.82  -5.94  -2.42  -0.5276
C  -3.81  -4.59  -2.76  -0.8370
C  -3.45  -3.64  -1.82  0.1925
H  -1.14  -4.22  1.23  0.4216
H  -2.92  -3.36  3.28  0.4171
H  -4.92  -3.35  4.74  0.4068
H  -7.16  -2.93  3.77  0.3674
H  -7.37  -2.52  1.33  0.3780
H  -5.37  -2.55  -0.11  0.4663
H  -2.83  -5.68  0.80  0.3568
H  -3.44  -7.37  -0.87  0.3557
H  -4.08  -6.68  -3.16  0.3490
H  -4.06  -4.29  -3.76  0.4073
H  -3.43  -2.59  -2.09  0.4751
Se  0.12  -3.25  -2.40  -0.2601
C  0.13  -4.78  -1.36  0.4161
N  0.11  -5.71  -0.66  -0.8110
C  3.64  3.07  2.94  -0.5168
C  4.04  3.15  1.62  -0.6924
C  3.64  2.17  0.71  -0.4267
C  2.84  1.10  1.11  0.8086
C  2.43  1.06  2.45  -0.3394
C  2.82  2.02  3.36  -0.6598
Si  2.22  -0.29  0.00  0.5097
C  3.13  -1.79  0.74  0.6424
C  2.84  -3.10  0.34  -0.2221
C  3.56  -4.19  0.82  -0.5779
C  4.60  -3.99  1.72  -0.4192
C  4.91  -2.71  2.13  -0.7171
C  4.18  -1.62  1.65  -0.2094
C  3.04  -0.13  -1.70  0.2175
C  4.44  -0.09  -1.79  -0.1236
C  5.09  0.02  -3.01  -0.7716
C  4.35  0.06  -4.18  -0.4427
C  2.97  -0.01  -4.12  -0.9345
C  2.33  -0.10  -2.90  0.2455
H  3.94  3.84  3.65  0.3047
H  4.65  3.97  1.28  0.3424
H  3.94  2.26  -0.32  0.3966
H  1.79  0.24  2.78  0.3760
H  2.49  1.96  4.39  0.3796
H  2.04  -3.27  -0.36  -0.2272
H  3.28  -5.18  0.49  0.4478
H  5.16  -4.84  2.11  0.3424
H  5.72  -2.54  2.84  0.3659
H  4.44  -0.63  2.00  0.3380
H  5.03  -0.15  -0.88  0.4095
H  6.17  0.05  -3.04  0.3686
H  4.85  0.13  -5.14  0.3453
H  2.38  0.00  -5.03  0.4002
H  1.25  -0.16  -2.87  0.2888

[3]
Here is a 7-piece molecular cluster, C52H40F3NO19 overall at a distorted geometry from the Open Molecules 2025 dataset. Energies are from wB97M-V/def2-TZVPD.

HOMO energy, eV: -9.1
Calculated total energy, hartree: -3789.1693
2S+1: 1
Largest force on an atom, eV/A: 3.41
SMILES: CCOc1c(CCOC(C)=O)c(O)c(COC(F)(F)F)c2c1C(=O)NC2=O.O=C1C=CC(=O)C=C1.O=C1C=CC(=O)C=C1.O=C1C=CC(=O)C=C1.O=C1C=CC(=O)C=C1.O=C1C=CC(=O)C=C1.O=C1C=CC(=O)C=C1
Gap between HOMO and LUMO, eV: 7.22

Last column: Mulliken charge in e.
CARTESIAN COORDINATES (ANGSTROEM)
C  0.64  -0.79  0.48  0.2338
C  1.61  -0.70  -0.75  0.0869
O  0.98  -0.31  -2.01  -0.7275
C  -0.14  0.51  -1.85  -0.2198
C  0.00  1.98  -1.58  0.1901
C  1.45  2.55  -1.53  -0.5402
C  1.77  3.41  -0.25  0.2547
O  3.20  3.55  0.00  -0.3813
C  3.92  3.80  -1.17  0.6842
C  4.80  2.66  -1.84  -0.7480
O  3.95  4.88  -1.73  -0.5434
C  -1.24  2.80  -1.39  0.8413
O  -1.12  4.16  -1.15  -0.6653
C  -2.60  2.16  -1.46  0.9488
C  -3.95  2.96  -1.28  -0.9431
O  -3.81  4.11  -0.41  -0.0741
C  -4.94  4.32  0.35  0.7974
F  -4.88  3.55  1.49  -0.2281
F  -6.12  4.13  -0.34  -0.2518
F  -4.93  5.67  0.71  -0.3214
C  -2.72  0.72  -1.75  -0.1881
C  -1.51  -0.12  -1.96  0.1128
C  -1.97  -1.60  -2.28  -0.1285
O  -1.26  -2.56  -2.57  -0.5441
N  -3.39  -1.50  -2.16  -0.0069
C  -3.96  -0.21  -1.91  0.3774
O  -5.16  0.00  -1.83  -0.6125
H  1.08  -1.35  1.36  0.0619
H  -0.29  -1.37  0.19  -0.1576
H  0.30  0.20  0.89  0.0168
H  2.02  -1.74  -0.92  0.1786
H  2.43  0.02  -0.48  0.0428
H  2.21  1.72  -1.57  0.0812
H  1.60  3.17  -2.47  0.5080
H  1.34  2.84  0.64  -0.2008
H  1.26  4.41  -0.30  0.2533
H  4.84  2.83  -2.95  0.2968
H  5.88  2.71  -1.49  0.3223
H  4.38  1.63  -1.66  0.1598
H  -1.80  4.67  -1.63  0.1758
H  -4.70  2.21  -0.90  0.4828
H  -4.28  3.26  -2.32  0.2512
H  -3.91  -2.33  -1.87  0.2986
C  -2.38  -6.59  -0.64  -0.4267
C  -2.02  -5.31  -0.76  -0.1966
C  -1.50  -4.55  0.40  0.0816
O  -1.18  -3.38  0.29  -0.3968
C  -1.38  -5.26  1.69  -0.3912
C  -1.74  -6.54  1.81  -0.3568
C  -2.27  -7.30  0.65  0.2461
O  -2.59  -8.47  0.76  -0.5550
H  -2.77  -7.16  -1.47  0.4484
H  -2.10  -4.77  -1.70  0.5167
H  -1.00  -4.69  2.52  0.4776
H  -1.66  -7.08  2.74  0.4413
C  0.91  3.88  5.22  -0.2786
C  0.82  2.96  4.26  -0.6785
C  -0.21  3.05  3.20  0.2346
O  -0.30  2.21  2.33  -0.4686
C  -1.14  4.21  3.25  -0.4255
C  -1.05  5.13  4.21  -0.3624
C  -0.02  5.03  5.27  0.2684
O  0.06  5.87  6.14  -0.5697
H  1.66  3.83  6.00  0.4757
H  1.49  2.11  4.21  0.7904
H  -1.89  4.26  2.47  0.5252
H  -1.72  5.98  4.26  0.4590
C  5.07  -3.92  1.06  -0.4650
C  5.82  -4.81  0.41  -0.4212
C  5.21  -5.81  -0.49  0.3670
O  5.89  -6.62  -1.09  -0.5727
C  3.74  -5.80  -0.64  -0.2309
C  2.99  -4.92  0.02  -0.1693
C  3.59  -3.91  0.92  0.1407
O  2.91  -3.10  1.51  -0.4251
H  5.49  -3.18  1.72  0.4403
H  6.90  -4.83  0.50  0.4200
H  3.31  -6.54  -1.30  0.3870
H  1.91  -4.89  -0.07  0.5139
C  0.09  -1.14  7.73  -0.4682
C  0.90  -0.21  7.23  -0.3897
C  1.28  -0.20  5.80  0.4609
O  2.02  0.65  5.35  -0.6204
C  0.71  -1.27  4.94  -0.3958
C  -0.10  -2.20  5.44  -0.4431
C  -0.48  -2.20  6.87  0.3121
O  -1.22  -3.05  7.32  -0.5484
H  -0.20  -1.16  8.77  0.4084
H  1.32  0.58  7.85  0.4291
H  1.00  -1.24  3.90  0.6715
H  -0.52  -2.98  4.82  0.5335
C  -4.62  9.02  -0.42  -0.5111
C  -4.40  7.84  -1.00  -0.0707
C  -4.27  7.72  -2.47  0.5017
O  -4.08  6.64  -3.00  -0.5531
C  -4.39  8.96  -3.27  -0.4139
C  -4.60  10.14  -2.69  -0.4170
C  -4.73  10.26  -1.21  0.3014
O  -4.92  11.33  -0.68  -0.5448
H  -4.71  9.12  0.66  0.4402
H  -4.31  6.92  -0.43  0.4674
H  -4.29  8.85  -4.34  0.4224
H  -4.69  11.06  -3.25  0.4057
C  4.34  -7.30  -4.71  -0.2648
C  4.19  -8.23  -5.65  -0.3079
C  3.13  -8.13  -6.67  0.3162
O  2.99  -8.98  -7.53  -0.5470
C  2.23  -6.96  -6.61  -0.3265
C  2.38  -6.02  -5.67  -0.4515
C  3.44  -6.12  -4.65  0.3611
O  3.58  -5.27  -3.80  -0.5187
H  5.11  -7.36  -3.96  0.4423
H  4.84  -9.10  -5.71  0.4237
H  1.46  -6.90  -7.37  0.4094
H  1.73  -5.16  -5.61  0.4674

[4]
Here is C52H41CrN8S as an isolated structure from the Open Molecules 2025 dataset. Energies are from wB97M-V/def2-TZVPD.

HOMO energy (spin up / spin down), eV: -6.3 / -6.4
Calculated total energy, hartree: -3886.9301
2S+1: 4
Largest force on an atom, eV/A: 0.99
Gap between HOMO and LUMO (spin up / spin down), eV: 5.67 / 5.54

Last column: Mulliken charge in e.
CARTESIAN COORDINATES (ANGSTROEM)
Cr  0.34  0.98  -0.15  -0.4544
C  -4.94  4.95  3.76  -0.4222
C  -5.04  3.57  3.60  -0.8832
C  -4.06  2.88  2.91  0.0997
C  -2.96  3.55  2.38  -0.5769
C  -2.87  4.93  2.54  -0.0421
C  -3.85  5.62  3.24  -0.8149
C  -1.91  2.80  1.62  1.6436
C  -1.84  3.02  0.20  -0.1499
C  -2.63  3.91  -0.55  -1.2504
C  -2.34  3.68  -1.89  -1.2611
C  -1.39  2.64  -1.93  -0.7205
N  -1.09  2.26  -0.65  1.3050
C  -0.98  1.90  -3.11  2.6469
C  0.00  0.97  -3.14  -0.5838
C  0.21  -0.08  -4.10  -1.5669
C  1.20  -0.89  -3.70  -1.4851
C  1.77  -0.37  -2.46  0.3837
C  2.86  -0.67  -1.76  0.0454
C  3.63  -1.91  -2.00  -0.5976
C  2.97  -3.14  -2.04  -0.1306
C  3.66  -4.32  -2.25  -0.9623
C  5.04  -4.30  -2.42  -0.5469
C  5.71  -3.09  -2.39  -0.9072
C  5.01  -1.90  -2.18  -0.3899
C  3.11  0.29  -0.60  2.3926
N  2.03  0.15  0.41  0.4154
C  2.56  -0.12  1.61  -0.1450
C  1.81  -0.12  2.78  1.0805
C  2.32  -0.77  4.02  -0.3905
C  3.54  -0.43  4.60  -0.0439
C  4.01  -1.09  5.74  -0.8921
C  3.25  -2.08  6.33  -0.4421
C  2.01  -2.41  5.78  -1.0039
C  1.56  -1.76  4.64  -0.0778
C  0.56  0.57  2.82  0.7746
C  -0.16  0.87  4.05  -1.4622
C  -1.16  1.72  3.74  -1.6895
C  -1.12  1.94  2.32  -0.3026
N  -0.05  1.20  1.79  0.9782
C  4.01  -0.29  1.45  -1.2042
C  4.35  0.03  0.20  -1.9586
N  0.97  0.76  -2.09  1.9625
C  -1.77  2.07  -4.36  -1.0387
C  -3.15  1.83  -4.38  -0.0738
C  -3.87  1.98  -5.55  -0.9098
C  -3.23  2.38  -6.72  -0.3916
C  -1.86  2.62  -6.71  -0.8724
C  -1.14  2.46  -5.54  -0.0807
H  -5.71  5.49  4.30  0.3914
H  -5.89  3.03  4.01  0.3914
H  -4.13  1.80  2.78  0.4130
H  -2.01  5.46  2.14  0.4900
H  -3.76  6.70  3.37  0.3912
H  -3.32  4.63  -0.15  0.6084
H  -2.75  4.18  -2.75  0.6829
H  -0.40  -0.21  -4.99  0.5796
H  1.57  -1.77  -4.21  0.6320
H  1.89  -3.15  -1.88  0.6100
H  3.12  -5.26  -2.27  0.3949
H  5.58  -5.23  -2.57  0.3993
H  6.78  -3.06  -2.53  0.4145
H  5.55  -0.96  -2.20  0.5115
H  4.13  0.38  4.19  0.6098
H  4.96  -0.80  6.17  0.3933
H  3.61  -2.59  7.22  0.3892
H  1.39  -3.17  6.25  0.3868
H  0.60  -2.03  4.22  0.5350
H  0.13  0.52  5.03  0.5520
H  -1.86  2.19  4.42  0.5313
H  4.70  -0.54  2.24  0.7662
H  5.35  0.13  -0.19  0.6767
H  -3.64  1.53  -3.46  0.5015
H  -4.94  1.79  -5.55  0.3951
H  -3.80  2.50  -7.64  0.3875
H  -1.36  2.93  -7.62  0.3851
H  -0.07  2.65  -5.52  0.4748
S  3.92  2.96  -0.73  -0.3677
C  2.86  1.75  -1.06  -0.3457
N  1.60  1.96  -1.56  -0.8888
C  0.09  -4.67  0.40  -0.6668
C  1.07  -3.57  0.75  -0.5443
N  0.59  -2.31  0.21  1.7437
C  -0.71  -1.95  0.03  -0.1482
N  -1.00  -0.71  -0.25  0.8078
C  -2.44  -0.42  -0.41  -0.5529
C  -3.13  -1.53  -1.17  -0.7003
C  -3.00  -2.82  -0.39  -0.8376
N  -1.63  -2.96  0.10  0.2880
C  -1.30  -4.20  0.80  -0.8155
H  0.35  -5.60  0.91  0.4425
H  0.11  -4.86  -0.68  0.2648
H  2.05  -3.76  0.32  0.3870
H  1.18  -3.51  1.83  0.1766
H  1.23  -1.52  0.23  -1.2901
H  -2.55  0.51  -0.93  -0.1513
H  -2.91  -0.30  0.57  0.0522
H  -2.66  -1.64  -2.16  0.3218
H  -4.19  -1.30  -1.32  0.3863
H  -3.23  -3.68  -1.01  0.4774
H  -3.70  -2.82  0.46  0.3834
H  -2.06  -4.94  0.55  0.4310
H  -1.33  -4.05  1.88  0.2495